Entry 1:
# C6H16BrN2O2V

A molecular structure, C6H16BrN2O2V at a distorted geometry (wB97M-V/def2-TZVPD, the Open Molecules 2025 dataset).

CARTESIAN COORDINATES (ANGSTROEM)
H: 1.134793 1.761031 -1.393632
H: 0.700410 3.629429 -0.070527
H: 1.554900 -4.215442 0.717837
N: -0.161475 -3.206045 1.505422
H: -3.241938 -3.091819 0.129912
C: -1.160666 -3.259120 0.334581
H: 0.202014 -5.284601 1.116256
O: -0.721106 -2.954493 -0.707675
H: 1.851379 5.426012 -1.483339
H: -0.562519 1.779563 -1.924109
C: 0.106812 1.888675 -1.072784
H: 0.769601 6.134797 -2.690830
V: 4.388699 0.267031 2.277572
H: -0.190536 1.258620 -0.246870
C: -2.534607 -3.705692 0.694253
O: -0.571377 3.933260 -2.904684
H: 0.425136 -2.351288 1.501932
C: 0.761857 -4.406827 1.432110
H: -2.658376 -4.725481 0.323713
H: -2.815840 -3.549519 1.732931
N: -0.043807 3.352966 -0.713446
H: -0.580096 -3.276511 2.436312
H: -0.927494 3.605722 -0.256747
H: 0.348682 6.068930 -0.941965
Br: 1.905850 -0.284552 1.547883
H: 1.160079 -4.607958 2.422787
C: 0.806491 5.536821 -1.787212
C: 0.053135 4.276491 -1.979682

Forces on atoms 1 to 3 (eV/Å):
H 0.0299 -0.2229 0.0853
H -0.1626 0.0453 0.0708
H -0.0449 0.0663 -0.0546

Values from the calculation:
DFT total energy   -4015.10438 hartree
2S+1   4
Net charge   +3

Entry 2:
# H8O4

4 unconnected molecules or ions with the total composition H8O4 (wB97M-V/def2-TZVPD, the Open Molecules 2025 dataset).

CARTESIAN COORDINATES (ANGSTROEM)
H: -0.922372 -1.517806 0.878702
H: -0.824896 0.516202 -0.403393
H: 2.325831 0.079323 1.612757
H: -1.291672 0.787833 1.034349
H: -0.510436 1.557508 -3.008744
H: -0.662433 -2.927623 0.332663
H: 1.145219 0.961353 1.222225
O: -0.598577 0.353156 0.524282
H: 0.662119 0.795112 -2.395581
O: -1.084846 -2.458469 1.056897
O: 2.061320 1.000010 1.534156
O: -0.299257 0.853400 -2.388314

Forces on atoms 1 to 3 (eV/Å):
H 0.0570 -0.1458 -0.0113
H 0.1606 0.0971 -0.1988
H -0.0195 -0.0042 0.0371

Values from the calculation:
Relative energy (zero: lowest compared OMol25 entry of this formula, charge and spin)   13.37 kcal/mol
SMILES   O.O.O.O

Entry 3:
# C23H42CdCl3N4O3SSi

A molecular structure, C23H42CdCl3N4O3SSi at a distorted geometry (wB97M-V/def2-TZVPD, the Open Molecules 2025 dataset).

CARTESIAN COORDINATES (ANGSTROEM)
H: 1.262808 -4.653557 1.338308
N: -1.070190 0.511571 2.425562
N: -0.231199 5.430133 2.090874
H: -1.151348 2.137582 3.755176
C: -0.911758 -4.677451 1.598451
Cl: 2.416347 2.586570 -1.145540
H: -1.547822 4.373438 0.907719
H: -1.767565 0.588270 4.404026
C: -0.562110 4.331389 1.417887
C: -0.687625 -4.366840 -3.172000
S: 0.461293 -0.516124 0.446461
Cd: 0.157049 1.939036 -0.474934
H: -1.473728 -5.637207 -4.657368
H: 3.566599 -3.580338 -3.092233
H: -0.725573 2.342915 -6.099437
H: -2.328306 2.277872 -5.331062
H: -2.296122 4.588634 -3.100036
H: -1.938356 -1.601523 -1.942907
C: 0.094062 -0.031056 2.026122
C: -1.384064 2.836918 -5.376532
H: -1.815898 -3.071422 -5.230861
N: 0.954186 -0.035902 3.059549
H: -3.096510 -2.838683 -0.300900
C: 2.955132 -1.017064 -2.762260
H: 1.820042 3.622089 -3.237019
Cl: -0.383740 0.993556 -2.872852
O: 3.718656 -0.691476 -0.016456
C: -2.136899 -4.148432 1.153060
H: 1.920983 -0.323150 2.928836
O: 0.098398 -1.477981 -2.081728
H: 1.589503 2.960856 -4.865020
H: -1.242383 6.828257 3.283965
H: 0.372939 -0.018588 5.084489
H: -2.377959 -1.706424 -4.224606
H: 1.057443 6.329299 3.434512
C: 2.881810 -3.417238 -2.244208
H: 1.000624 4.610553 -4.496886
H: 0.187368 -6.048971 -4.202104
H: 1.023180 1.536197 4.473856
O: 0.187449 3.321826 1.383048
H: 1.763936 6.078443 1.803275
C: 1.124832 5.643691 2.584692
C: 0.288374 -4.286733 0.987704
C: 3.497865 -1.799417 -0.484684
H: 2.863472 -0.036695 -2.290562
C: -1.006296 -2.211543 -1.931999
C: 1.127678 3.596214 -4.094126
H: 1.561022 4.688504 2.885539
H: 3.687694 -2.760553 0.071759
H: 3.123758 -4.117804 -1.436188
H: 3.868407 -1.076995 -3.374179
H: -1.000222 7.350793 1.587359
H: -0.608974 -4.881513 -2.211517
H: -3.070899 -4.432313 1.651478
H: -2.326965 3.251662 -1.913669
C: -0.980343 -2.966764 -0.597928
C: -1.660198 3.923876 -2.483798
C: -1.521944 -2.366160 -4.440154
C: -2.164110 -3.256486 0.077730
C: -0.999618 1.045819 3.764952
H: -1.591907 3.846065 -5.762123
C: -1.209269 6.491297 2.241077
H: -0.711669 -1.732889 -4.839847
H: 2.094371 -1.211939 -3.409078
H: -1.082615 4.516944 -1.750536
H: 1.852870 -3.604385 -2.585849
H: -2.186703 6.076286 1.959993
H: -0.088986 -4.651832 -5.238835
H: -0.910031 -5.409685 2.414338
C: 0.419241 0.654321 4.221011
C: -1.090275 -3.089121 -3.198148
H: -1.764078 0.836503 1.726896
Cl: -2.378630 1.788192 -0.023658
N: 2.989735 -2.052451 -1.742723
C: -0.499180 -5.212058 -4.385428
H: 1.160842 -3.059402 -0.575353
C: 0.244338 -3.404948 -0.092564
Si: -0.577942 2.970943 -3.682611

Forces on atoms 1 to 3 (eV/Å):
H -0.4891 0.0752 -0.0335
N -0.2141 -0.1863 -0.2345
N -0.0569 0.5063 0.0455

Values from the calculation:
Relative energy (zero: lowest compared OMol25 entry of this formula, charge and spin)   15.41 kcal/mol
Net charge   -1

Entry 4:
# C12H32B2F7N2O4V

A molecular structure, C12H32B2F7N2O4V at a distorted geometry (wB97M-V/def2-TZVPD, the Open Molecules 2025 dataset).

CARTESIAN COORDINATES (ANGSTROEM)
H: 0.954952 0.572301 -3.443756
H: 0.034672 3.212831 1.594173
H: -2.328418 2.749011 3.553303
B: -3.342028 -0.711279 0.989714
F: 0.011232 3.857691 -3.126226
F: -0.584598 -1.073239 2.522123
C: 0.134622 2.500991 2.413564
H: -3.048148 1.533841 2.501833
F: -1.958708 -2.476809 3.595863
O: -1.497578 1.737431 -0.722427
H: -0.220678 -4.547569 -0.984867
H: 3.045592 2.761531 1.192134
O: 1.318292 -3.273919 -1.799806
C: 2.756832 2.423271 2.187273
H: 0.144182 2.950031 3.406723
C: -0.000648 -3.752209 -1.696976
F: 0.033232 -1.831579 4.220854
H: 1.885682 -5.091929 -2.768827
C: -0.291818 3.594601 -1.818337
H: 3.200122 -0.341269 -2.854307
H: -0.294008 -4.105519 -2.685517
B: -1.057948 -1.426229 3.722004
C: 2.291212 -4.273489 -2.174026
H: 2.721052 -4.787789 -1.314476
C: 1.448502 1.037341 -2.590396
N: -0.231838 -1.693259 -0.364377
H: -2.235348 -2.367849 -2.867036
H: 1.427252 0.988171 3.021044
H: -2.156758 -0.934749 -1.846476
H: -1.761158 -2.815019 -0.654826
H: 3.282792 0.674641 -1.427797
V: -0.858818 0.097031 0.605993
F: 0.734532 4.024191 -1.037756
H: -4.234068 -0.107889 1.056303
H: -0.996198 1.777571 -2.705836
C: -2.217078 2.232241 2.600074
H: 2.694082 3.342511 2.769654
C: 2.604282 0.092211 -2.051087
C: -0.946828 -2.489319 -1.302046
O: -0.964538 1.523651 2.341214
H: 2.173632 -0.759109 -1.523917
H: 2.131202 0.235411 1.106764
H: 0.617562 -1.809519 -0.898326
N: 1.337262 0.845701 0.975243
H: -2.357168 2.973531 1.813334
H: -2.638618 -0.300849 1.697523
H: 2.999812 -3.736149 -2.804306
H: 3.628112 1.921281 2.607964
C: -0.601968 2.112911 -1.746556
C: -1.554848 -1.690629 -2.350906
F: -1.335518 4.361311 -1.487287
O: 0.483702 1.270111 -1.530106
H: -0.018258 -2.306969 0.408824
H: 1.457092 1.397811 0.138033
H: -0.855548 -1.209949 -3.035046
H: -3.613038 -1.748989 1.107823
C: 1.389452 1.686021 2.184584
H: 1.880802 1.956901 -2.984896
H: -3.043428 -0.551439 -0.034747
F: -1.576158 -0.229569 4.299343

Forces on atoms 1 to 3 (eV/Å):
H -0.2592 -0.2349 -0.0084
H -0.3326 0.4320 0.1165
H 0.7962 -0.3108 0.3513

Values from the calculation:
DFT total energy   -2579.82774 hartree
2S+1   4
Net charge   -1

Entry 5:
# C2H8

2 unconnected molecules or ions with the total composition C2H8 at a distorted geometry (wB97M-V/def2-TZVPD, the Open Molecules 2025 dataset).

CARTESIAN COORDINATES (ANGSTROEM)
H: -2.438182 0.211635 -0.427526
H: 3.616263 1.023792 0.352234
H: -3.846678 -0.280982 0.008991
H: 3.441234 -0.339569 -0.878823
H: 2.392738 1.016269 -1.007561
H: -2.597022 -1.511534 0.089822
H: -2.857070 -0.135286 1.242043
C: 2.909538 0.470944 -0.251595
C: -2.818462 -0.533656 0.331351
H: 2.197640 0.078387 0.541064

Forces on atoms 1 to 3 (eV/Å):
H 0.8874 -0.9004 1.0359
H 0.3593 0.4475 -0.4754
H -0.3274 -1.0591 0.1522

Values from the calculation:
Relative energy (zero: lowest compared OMol25 entry of this formula, charge and spin)   20.96 kcal/mol
SMILES   C.C

Entry 6:
# C16H19AgN8O5Se2Te2

A molecular structure, C16H19AgN8O5Se2Te2 (wB97M-V/def2-TZVPD, the Open Molecules 2025 dataset).

CARTESIAN COORDINATES (ANGSTROEM)
H: -4.188465 1.274788 -2.979768
C: -4.178143 1.380770 -1.887917
C: 0.155856 -1.484130 6.156042
O: 5.640060 1.321277 -1.848034
N: -3.538719 3.158906 -0.242967
H: -2.633410 2.885919 -2.067123
Te: -1.842559 -2.582586 0.749835
H: 2.656328 -1.515060 1.042806
C: 0.670847 0.792369 3.194057
H: -2.574312 0.596309 3.035060
C: -1.385944 -0.318938 4.570524
H: -2.224911 -0.777967 5.073725
H: -2.225675 0.459549 -1.629628
H: 1.585336 -2.475952 5.051444
N: -0.568939 0.984452 2.740350
N: 1.709550 -0.028627 0.049561
H: -5.991420 0.234909 -1.648757
C: -3.635237 2.789959 -1.647221
C: 3.889952 -0.259597 -0.208386
N: 1.235437 -2.289728 5.995203
Te: -0.401864 -3.800798 2.767255
N: -4.171835 3.926351 1.615095
C: 3.506690 0.808937 -0.996551
C: 2.106615 0.909969 -0.792108
H: 1.321217 -3.032193 6.669805
H: -4.289629 3.531633 -2.107189
Se: -3.962075 -2.023622 1.915381
H: 4.862969 -0.694372 -0.058850
C: -3.257786 0.319390 -1.302948
H: -5.622110 1.266986 -0.277460
H: -6.270304 1.986443 -1.756475
H: -3.592619 -0.679883 -1.585765
O: -0.114735 1.674084 -0.962447
H: 2.934541 2.669852 -2.393598
O: 1.461771 2.733546 -2.143601
Ag: -0.565456 -0.209948 0.602527
Se: 2.015651 -3.133084 2.653416
C: -5.601974 1.214473 -1.366991
O: 3.951988 2.583693 -2.536181
C: -1.579216 0.446653 3.434335
H: -1.549841 2.641456 0.344741
C: 4.455052 1.592772 -1.828331
O: -0.549950 -1.486215 7.152141
C: -2.515918 3.043279 0.615678
N: -2.893806 3.525798 1.772709
C: 0.962112 0.026075 4.307339
H: 1.465480 1.237803 2.605596
N: -4.570188 3.719137 0.411578
N: 2.789835 -0.724150 0.395430
C: 1.061163 1.851031 -1.344459
H: -3.294950 0.343902 -0.209157
C: -0.090376 -0.557553 5.000245
H: 1.988313 -0.144266 4.599934

Forces on atoms 1 to 3 (eV/Å):
H -0.0031 0.0010 -0.0009
C -0.0192 0.0140 0.0017
C -0.0092 0.0141 -0.0234

Values from the calculation:
Relative energy (zero: lowest compared OMol25 entry of this formula, charge and spin)   0.00 kcal/mol
Net charge   -2